(1)
17
Properties=species:S:1:pos:R:3:forces:R:3 method="wB97M-V/def2-TZVPD" smiles="C=COC(=O)O.C=CO" relative_energy_kj_mol=237.0
C -1.28374 2.09536 -0.05116 1.0 -0.9 0.3
C -1.71259 1.17586 0.77402 0.1 -2.0 -1.3
O -1.26542 -0.14964 0.52645 1.2 2.9 0.1
C -1.96878 -1.25153 0.58792 -1.0 -0.6 0.1
O -3.15710 -1.39198 0.68851 0.5 0.3 0.1
O -1.10910 -2.24271 0.47688 1.8 -1.4 0.1
H -1.42421 3.11124 0.11181 -0.6 1.6 0.2
H -0.54131 1.80480 -0.77039 0.0 -0.1 -0.5
H -2.37795 1.20446 1.57675 -1.0 0.5 1.1
H -0.14518 -1.94543 0.46475 -2.0 -0.2 -0.2
C 2.55988 0.43567 -0.49792 -1.2 -0.9 0.3
C 2.18577 -0.82582 -0.20460 0.8 2.5 -0.8
O 1.54697 -1.51446 -1.15104 -0.3 -3.8 2.3
H 2.92650 1.21217 0.12951 0.5 -0.1 0.7
H 2.12840 0.78371 -1.43052 0.4 0.2 -0.2
H 2.33729 -1.40695 0.69452 0.2 0.1 0.0
H 1.30057 -1.09475 -1.92548 -0.4 1.9 -2.1



(2)
66
Properties=species:S:1:pos:R:3:forces:R:3 method="wB97M-V/def2-TZVPD" relative_energy_kj_mol=0.0 total_charge=-1
Cd 0.09672 0.35231 -2.46387 0.3 -0.5 -0.4
C 0.20141 -1.39073 -3.88708 0.5 0.1 0.4
C -0.67858 -0.79006 -4.84685 -1.1 -0.8 0.4
C 0.04591 -0.27928 -5.87909 1.2 -0.5 0.0
C 1.43393 -0.54517 -5.64136 -0.3 0.6 -0.3
C 1.52944 -1.16816 -4.42512 0.3 -0.7 1.2
H -0.04319 -2.18200 -3.14963 0.1 0.5 -0.6
H -1.75617 -0.85727 -4.79431 -0.1 0.1 0.0
H -0.34338 0.19768 -6.73143 -0.5 0.6 -0.9
H 2.24118 -0.26448 -6.31380 -0.1 0.0 0.3
H 2.41125 -1.45582 -3.84619 -0.1 0.0 -0.6
S -0.74380 -4.19484 -0.41343 -0.4 0.6 0.4
C -0.36342 -2.83381 0.47587 0.2 -0.4 0.0
N -1.22834 -2.01556 1.11440 1.0 0.0 0.1
C -0.65392 -0.92015 1.94276 -0.1 0.0 -1.5
C 0.51817 -1.51471 2.64921 -1.5 -0.1 0.8
N 1.52009 -1.83160 1.69487 1.4 -0.4 -0.7
C 2.95581 -1.41578 1.85838 -0.6 0.6 -0.3
C 3.11588 -0.46949 3.01647 0.1 1.6 1.7
C 3.37838 -0.87360 4.34864 -0.4 -1.3 -1.6
C 3.47760 -0.02872 5.43078 -0.1 0.5 0.2
C 3.34016 1.34534 5.21473 0.5 0.3 0.1
C 3.08160 1.80787 3.92216 0.0 0.9 0.7
C 2.94190 0.91937 2.85826 0.2 -0.4 -1.0
C 1.15229 -2.49351 0.57069 -1.3 0.9 1.4
S 2.13474 -2.84381 -0.64606 1.1 -0.3 -1.1
C -2.64300 -2.10291 0.83854 -1.2 0.9 -0.6
C -3.53103 -1.52871 1.97244 1.5 -0.9 -1.0
C -4.07457 -0.27046 2.00660 -0.2 0.8 -0.2
C -4.70526 0.17877 3.16107 0.4 0.1 -0.8
C -4.77226 -0.61231 4.28964 -0.2 -0.3 -0.6
C -4.25664 -1.90866 4.26781 0.6 0.2 -0.2
C -3.59553 -2.31632 3.09738 -1.0 0.4 1.4
H -1.38376 -0.48656 2.61040 -0.3 -0.3 0.2
H -0.30193 -0.10981 1.27907 -0.2 -0.2 0.2
H 0.14582 -2.35714 3.26239 0.4 -0.2 -0.4
H 0.81683 -0.79052 3.35415 0.9 0.8 0.7
H 3.28786 -0.90044 0.91350 -0.4 -0.7 0.8
H 3.55086 -2.31439 2.01029 0.1 -0.1 -0.2
H 3.43940 -1.95316 4.44648 0.2 0.0 0.5
H 3.62923 -0.44094 6.43034 0.1 0.2 -0.3
H 3.54363 2.08556 6.02109 -0.4 -0.7 -0.6
H 2.99708 2.91890 3.83486 0.0 -1.2 -0.5
H 2.74634 1.26408 1.83653 -0.1 0.2 0.4
H -2.88810 -3.13485 0.60388 0.0 -0.3 0.5
H -2.82102 -1.61879 -0.13897 -0.1 0.3 0.4
H -3.94569 0.43261 1.19241 0.0 -0.2 -0.2
H -5.06932 1.19824 3.13036 -0.1 -0.1 0.3
H -5.25497 -0.15515 5.11298 -0.3 -0.1 1.1
H -4.25754 -2.54956 5.16082 -0.1 0.3 -0.5
H -3.06179 -3.22445 3.08103 0.4 -1.2 0.0
S -0.19651 3.24612 1.06829 -0.3 -0.3 -0.2
C -0.14289 2.13072 -0.17353 0.1 0.3 0.3
S -1.53614 1.54610 -1.05242 -0.6 0.3 0.5
S 1.38327 1.46132 -0.66546 0.6 -0.1 0.3
I -2.49893 3.89526 -6.67951 0.3 -0.2 0.3
C -0.76364 3.51161 -5.52613 -0.5 0.4 -0.1
C 0.33885 4.33562 -5.73575 0.8 -1.1 0.5
C 1.49098 4.05386 -5.01580 -0.1 0.0 -0.2
C 1.43198 3.01308 -4.07306 1.7 1.6 -0.2
N 0.38584 2.28150 -3.86599 -1.8 -0.7 -0.1
C -0.73561 2.50156 -4.57699 0.4 0.6 -0.5
H 0.37709 5.09262 -6.48086 -0.3 0.5 -0.5
H 2.42449 4.60615 -5.23051 -0.7 -0.4 0.4
H 2.29280 2.87992 -3.42537 -0.1 -0.4 0.0
H -1.61190 1.88754 -4.40097 0.2 0.0 0.1



(3)
46
Properties=species:S:1:pos:R:3:forces:R:3 method="wB97M-V/def2-TZVPD" relative_energy_kj_mol=380.0 total_charge=+4
Sn 0.20755 0.00290 0.03726 -0.9 -0.6 -0.9
Cl 5.46185 0.11720 5.73766 -0.6 0.0 -1.1
C 4.68925 0.13750 4.25046 0.8 0.0 0.4
C 3.25735 0.17930 4.20166 -1.5 0.1 -0.5
C 2.62065 0.22330 3.00356 -0.1 -0.1 1.5
Cl 0.91545 0.28760 2.86326 -0.1 0.1 0.8
C 3.32965 0.19180 1.72756 -1.4 0.0 -2.0
O 2.71155 0.21060 0.65606 1.5 0.0 1.7
C 4.79915 0.13370 1.82406 1.8 0.0 0.1
Cl 5.67295 0.10630 0.38606 -0.4 0.0 0.6
C 5.42245 0.12070 3.05406 0.5 -0.1 -0.9
H 2.70685 0.18550 5.13246 -0.1 0.0 0.0
H 6.50285 0.08830 3.09286 0.1 0.0 0.0
Br -1.95795 -0.34120 -3.11814 0.4 0.4 0.0
C -2.77925 -2.07890 -3.27534 -0.3 -0.6 0.3
Br -3.31765 -2.71140 -1.52684 -0.2 0.1 -0.4
H -2.04935 -2.77050 -3.68914 0.0 0.2 0.1
H -3.65695 -1.99300 -3.91214 0.1 0.1 0.2
N -2.52485 5.52030 0.50076 -0.8 0.2 0.3
C -1.29415 4.83000 0.05756 0.6 -0.9 -0.5
P -1.85495 3.25010 -0.80344 0.9 -0.4 -0.2
O -3.30805 3.17090 -0.50254 -0.6 0.2 0.1
O -0.95035 2.09200 -0.40024 0.5 0.1 0.0
C -1.82155 3.48460 -2.67824 0.7 0.1 0.8
N -3.16555 3.06300 -3.12444 -0.7 -0.3 -0.1
H -2.46925 5.90360 1.45416 0.0 -0.1 -0.2
H -3.27865 4.78700 0.45666 0.0 0.4 0.1
H -2.80335 6.29890 -0.11054 0.1 -0.2 0.1
H -0.70065 4.51810 0.91876 -0.2 0.1 0.0
H -0.67055 5.46990 -0.56304 -0.1 0.1 0.0
H -1.03555 2.89090 -3.14174 -0.1 0.0 -0.1
H -1.66055 4.53170 -2.93314 0.0 0.0 0.0
H -3.74905 3.07000 -2.24124 -0.1 0.0 -0.5
H -3.16825 2.09650 -3.47744 0.0 0.1 0.0
H -3.57845 3.66510 -3.84794 0.1 -0.1 0.2
C 1.09895 -6.72080 -0.18104 -0.3 -0.7 -0.1
N 1.11435 -5.27040 -0.15684 0.3 0.3 0.0
C 0.06945 -4.50940 0.06846 0.0 0.9 0.0
N -1.12745 -4.99140 0.32806 -0.2 -0.5 0.1
S 0.24905 -2.75260 -0.01814 0.4 0.5 0.0
H 2.11005 -7.08960 -0.33734 -0.1 0.1 0.0
H 0.47135 -7.08380 -0.99854 0.1 0.0 0.0
H 0.72705 -7.13320 0.75946 0.1 0.1 0.0
H 1.99645 -4.81870 -0.36424 -0.3 0.1 0.0
H -1.30765 -5.98710 0.37456 0.1 0.1 0.0
H -1.90415 -4.37540 0.51636 0.2 0.0 -0.1



(4)
157
Properties=species:S:1:pos:R:3:forces:R:3 method="wB97M-V/def2-TZVPD" total_charge=+1
C 4.12081 -2.96951 -4.80237 0.6 -0.8 -0.5
C 5.63189 -2.41777 -5.01236 -0.7 0.0 -0.3
C 5.81629 -0.85693 -4.68743 0.5 0.2 -0.1
C 6.81329 -0.54704 -3.45216 1.4 0.2 -1.5
N 6.71836 -1.51721 -2.32929 0.1 0.6 0.8
C 5.41074 -1.48928 -1.61629 0.2 0.4 1.3
C 4.86820 -0.03816 -1.19977 -1.3 0.1 0.5
C 3.40879 -0.29073 -0.50534 0.8 -0.2 -0.5
C 2.47381 1.01745 -0.48052 -0.8 0.0 0.5
C 1.03337 0.78951 -1.18995 -2.1 -0.3 -1.1
C -0.27341 0.75402 -0.35698 -0.7 -1.3 -3.7
C -0.31787 0.89303 1.22790 0.2 3.9 1.9
O -0.39424 2.06775 1.69204 0.3 -4.7 -2.1
O -0.23036 -0.17333 2.15595 -1.1 0.7 -3.2
C -0.78265 -1.40200 1.63109 1.1 -2.3 1.1
Br -2.79343 -1.34761 1.46602 1.1 0.3 -0.2
C -0.48014 -2.62496 2.66647 0.2 0.0 -1.5
C -0.37795 -3.95066 1.71598 -0.5 0.8 -0.2
C -1.60805 0.56988 -1.12509 3.8 0.0 -2.3
C -1.56741 0.38467 -2.68587 0.3 0.4 2.5
C -3.01249 0.16123 -3.37421 0.7 0.4 0.9
C -3.45609 -1.37872 -3.45456 -1.3 0.1 -0.2
C -4.80544 -1.49485 -4.36243 0.3 -1.2 -0.7
C -4.56605 -0.96703 -5.87685 0.7 1.1 1.4
C -5.14462 -3.08568 -4.47369 0.6 1.0 0.7
N -0.31611 0.38892 -3.44202 0.0 0.9 3.6
C -0.29739 0.16597 -4.91625 0.4 -1.5 -1.8
C 0.09642 -1.40195 -5.12387 -0.4 -0.5 0.5
O 0.50449 -1.69283 -6.48237 0.2 -0.3 1.6
C 0.96136 0.59506 -2.75219 -0.9 0.4 2.6
C 2.37993 0.60304 -3.49857 -0.8 -0.3 0.5
C 7.88202 -1.47237 -1.42439 0.3 -0.2 0.0
S 8.22138 -0.30183 -0.28409 -0.5 -1.4 -1.5
S 9.11674 -2.86816 -1.62970 -1.9 0.9 -0.2
C 8.13962 -4.35958 -2.16596 -0.6 -1.0 -0.2
C 8.80013 -5.19612 -3.36839 -0.1 -1.2 -0.5
C 7.86450 -5.30040 -4.69002 -0.4 1.0 0.8
H 3.79218 -3.52006 -5.76683 0.4 1.0 1.6
H 3.36693 -2.13948 -4.57127 1.1 -1.2 -0.2
H 4.14693 -3.78197 -3.98868 -0.4 1.4 -1.0
H 5.88834 -2.59632 -6.12180 -0.2 0.3 1.8
H 6.31153 -3.05644 -4.35838 -0.8 1.1 -1.0
H 4.82153 -0.32245 -4.51598 1.2 -0.9 -0.2
H 6.27838 -0.37008 -5.63066 -0.7 -0.6 1.7
H 7.88220 -0.66246 -3.88663 -1.6 0.1 0.8
H 6.75071 0.56192 -3.13024 -0.1 -1.7 -0.3
H 5.56066 -2.07210 -0.62572 -0.3 0.8 -1.6
H 4.63717 -2.06529 -2.23285 1.0 0.9 0.7
H 5.50120 0.50872 -0.42203 -0.5 -1.0 -1.2
H 4.75265 0.69281 -2.08524 0.2 -1.3 1.3
H 2.91811 -1.14184 -1.09134 0.4 1.1 0.8
H 3.59397 -0.69679 0.56198 -0.4 0.8 -1.7
H 2.98667 1.95616 -0.92084 -0.8 -1.6 0.5
H 2.29314 1.27782 0.63323 0.0 -0.3 -1.9
H -0.29140 -1.73798 0.63906 -1.1 1.1 1.3
H 0.55215 -2.42084 3.10935 -1.6 -0.3 -0.3
H -1.30925 -2.71627 3.44616 1.4 0.3 -1.0
H 0.70376 -4.06438 1.36556 -1.5 -0.2 0.6
H -1.01530 -3.77455 0.76615 0.9 -0.4 1.5
H -0.80587 -4.88223 2.21543 0.9 1.3 -0.6
H -2.61052 0.56603 -0.58757 1.6 0.0 -1.0
H -3.04556 0.72060 -4.36796 0.1 -1.0 1.3
H -3.77020 0.69702 -2.68253 1.3 -0.8 -1.1
H -2.65489 -2.07954 -3.86861 -1.0 1.1 0.4
H -3.75912 -1.78817 -2.41547 0.8 0.9 -1.5
H -5.67251 -0.92583 -3.85357 1.4 -0.9 -0.8
H -5.31321 -1.38251 -6.63006 1.1 0.6 1.1
H -3.47174 -1.20209 -6.16399 -1.8 0.1 0.1
H -4.62840 0.18878 -5.82751 -0.1 -1.8 -0.5
H -5.51749 -3.45139 -3.44330 0.5 0.3 -1.8
H -5.90441 -3.26928 -5.30637 1.1 0.1 1.3
H -4.13106 -3.59070 -4.71556 -1.8 0.5 0.3
H -1.30504 0.29600 -5.43174 1.2 0.1 1.2
H 0.43390 0.86515 -5.47624 -1.1 -1.2 1.3
H -0.83208 -2.04799 -4.90834 1.2 1.2 -0.1
H 0.88311 -1.73281 -4.33730 -1.0 0.8 -1.3
H 0.79907 -2.63635 -6.46124 -0.3 1.1 -0.2
H 2.31446 0.61147 -4.63511 0.0 0.0 1.6
H 2.98342 1.50873 -3.13610 -1.0 -1.3 -0.5
H 2.92250 -0.35509 -3.15131 -0.8 1.6 -0.6
H 7.06721 -4.08760 -2.46792 1.6 0.0 0.5
H 8.06284 -5.04400 -1.23727 0.2 1.2 -1.5
H 9.84076 -4.85001 -3.68537 -1.4 -0.3 0.7
H 8.91700 -6.28247 -2.98895 0.0 1.8 -0.5
H 7.94070 -4.33055 -5.31771 0.0 -1.7 0.9
H 6.77725 -5.33045 -4.30742 1.5 -0.2 -0.8
H 8.08082 -6.22064 -5.32872 -0.2 1.4 0.9
N 3.78245 -7.18020 0.94584 0.0 0.2 0.0
C 3.15540 -6.23127 1.70751 0.0 0.0 0.1
C 3.59758 -4.99769 1.29569 -0.2 -0.1 0.1
C 4.52150 -5.21048 0.24235 0.1 -0.1 -0.2
C 4.61313 -6.56680 0.04673 0.0 0.0 0.0
H 3.65238 -8.17538 1.03278 0.0 0.2 0.0
H 2.45188 -6.51480 2.47574 0.1 0.1 -0.1
H 3.28940 -4.04694 1.70629 0.1 -0.1 0.0
H 5.05960 -4.45492 -0.31181 0.0 -0.1 0.0
H 5.19713 -7.14683 -0.65182 0.0 0.1 0.1
N -3.15620 3.19263 0.49261 -0.1 0.0 -0.2
C -4.37293 2.59716 0.70204 0.0 -0.1 0.0
C -5.35070 3.49495 0.34713 -0.1 -0.3 0.0
C -4.70073 4.67260 -0.09841 0.2 0.2 -0.1
C -3.34730 4.45569 0.00004 0.0 0.0 0.0
H -2.25946 2.76759 0.67277 -0.1 0.2 0.2
H -4.43809 1.58938 1.08641 0.0 0.1 0.0
H -6.41571 3.32244 0.40110 0.1 0.0 0.0
H -5.17060 5.57863 -0.45233 0.1 -0.1 0.0
H -2.50641 5.09035 -0.23595 -0.1 0.0 0.0
N -7.19095 4.21750 2.97111 -0.1 0.0 0.1
C -7.18933 3.29813 3.98570 0.0 0.0 0.0
C -8.49452 3.04475 4.33133 0.2 -0.1 0.1
C -9.31417 3.83625 3.49032 -0.1 0.2 -0.2
C -8.48221 4.54742 2.65902 0.0 0.1 0.0
H -6.36938 4.59211 2.52307 -0.1 -0.1 0.1
H -6.26182 2.90556 4.37431 -0.1 0.0 0.0
H -8.82255 2.36418 5.10310 0.0 0.1 -0.1
H -10.39330 3.88006 3.49219 0.1 -0.1 0.1
H -8.69748 5.25879 1.87520 0.0 -0.1 0.0
N 2.28884 5.10652 0.45647 0.0 0.0 0.0
C 3.18678 5.41297 1.44406 0.1 0.0 0.1
C 4.30169 5.95314 0.85062 -0.1 -0.1 0.2
C 4.06607 5.97906 -0.54626 -0.1 -0.1 -0.2
C 2.81524 5.45327 -0.76019 0.0 -0.1 -0.1
H 1.38222 4.69161 0.60195 0.1 0.1 0.0
H 2.95606 5.21936 2.48075 0.0 0.0 -0.1
H 5.18817 6.29319 1.36522 -0.1 0.0 0.0
H 4.73697 6.34289 -1.31061 -0.1 0.0 0.1
H 2.25607 5.29521 -1.67042 0.1 0.1 0.1
N 0.85939 -2.06996 7.72741 0.0 0.1 0.0
C 1.29761 -1.62694 6.50758 0.1 0.0 -0.2
C 0.22291 -1.09311 5.83942 0.3 -0.1 0.0
C -0.90480 -1.21291 6.68900 -0.1 -0.1 0.2
C -0.48217 -1.81633 7.84752 -0.2 -0.1 0.0
H 1.43380 -2.51256 8.42739 -0.1 0.0 -0.2
H 2.33341 -1.73103 6.22106 -0.1 0.0 0.0
H 0.24592 -0.66246 4.84911 0.0 0.0 0.1
H -1.91410 -0.89221 6.47653 0.1 0.0 0.1
H -1.01809 -2.08784 8.74462 0.0 0.0 -0.1
N -11.91109 5.80800 2.39109 -0.1 0.1 -0.1
C -12.72304 4.76182 2.04186 0.0 -0.1 0.0
C -13.94657 5.27515 1.68652 0.1 -0.2 0.0
C -13.86841 6.68338 1.82069 0.1 0.2 0.0
C -12.60011 6.98349 2.25415 0.0 0.0 0.0
H -10.95552 5.72584 2.69982 -0.2 0.1 0.0
H -12.36152 3.74512 2.07772 -0.1 0.1 0.0
H -14.80259 4.70065 1.36448 0.1 0.0 0.0
H -14.65299 7.39850 1.62157 0.1 -0.1 0.0
H -12.13012 7.92934 2.47761 -0.1 -0.1 0.0
N 1.32468 0.84146 8.96311 0.0 0.1 0.0
C 0.69841 1.79188 9.72457 0.0 0.0 0.0
C 1.14167 3.02516 9.31329 -0.2 -0.1 0.2
C 2.06542 2.81179 8.26078 0.1 -0.1 -0.2
C 2.15614 1.45522 8.06450 0.1 0.0 0.0
H 1.19327 -0.15471 9.04983 0.0 0.3 -0.1
H -0.00573 1.50918 10.49249 0.1 0.1 -0.1
H 0.83403 3.97560 9.72386 0.0 -0.1 0.0
H 2.60399 3.56704 7.70729 0.0 -0.1 0.1
H 2.73977 0.87530 7.36588 -0.1 0.1 0.1



(5)
8
Properties=species:S:1:pos:R:3:forces:R:3 method="wB97M-V/def2-TZVPD" relative_energy_kj_mol=53.8 total_charge=-1
C -1.28233 -0.12435 -0.02435 -1.4 -0.4 0.5
N 0.06491 -0.62655 -0.19787 -1.3 -0.7 0.0
O -2.32039 -0.78270 -0.00113 0.3 -1.3 -0.5
O -1.22232 1.11451 0.22048 0.8 0.2 -0.2
P 0.92880 0.76395 -0.26889 1.0 3.3 1.0
H 0.57025 -1.36460 -0.67233 -1.4 -0.6 0.1
H 2.06944 0.02578 -0.20475 2.2 -1.0 -0.4
H 1.19165 0.99395 1.14884 -0.2 0.4 -0.5



Orbital gap: 10.1; 6.4; 3.9; 4.7; 8.2 (eV)
Energy: -13502.6266; -101824.4399; -227403.8102; -171737.1306; -15960.3445 (eV)